The following is a quantum chemistry calculation of an isolated molecule of C2H5NOS in a non-equilibrium geometry, from the Open Molecules 2025 dataset.

Last column: Mulliken charge in e.
Geometry (Å):
C -1.386 1.271 0.314  -0.698
S -0.234 -0.219 0.684  -0.217
C 1.114 -0.682 -0.539  0.630
N 1.745 -1.802 -0.203  -0.395
O 1.315 0.001 -1.503  -0.551
H -1.819 1.423 1.300  0.276
H -2.122 0.949 -0.410  0.260
H -0.793 2.113 -0.007  0.271
H 2.446 -2.137 -0.847  0.234
H 1.484 -2.337 0.602  0.189

Properties
DFT total energy (eV): -16527.8858
SMILES: CSC(N)=O
Orbital gap (eV): 9.90
HOMO level (eV): -9.14
Relative energy (zero: lowest compared OMol25 entry of this formula, charge and spin) (kcal/mol): 11.4